Record 1
Computed, not measured: a single C22H28O5 molecule, with the ωB97M-V functional and the def2-TZVPD basis.

Summary:
lowest unoccupied orbital energy	0.608	eV
energy above the lowest of the compared OMol25 structures with the same formula, charge and spin	480.39	kcal per mole
HOMO-LUMO gap	0.330	Eh
SMILES	COc1cc(C[C@@H](CC(=O)O)C[C@H](C)OCc2ccccc2)cc(OC)c1
HOMO	-8.38	eV

Positions of all 55 atoms, in Å:
O (2.34042, -1.10755, -0.41061)
O (-0.27874, -3.80241, 2.80997)
O (-5.22805, 1.20541, 0.31816)
O (0.01937, -1.71272, 2.76694)
O (-1.25599, 3.34454, 0.17012)
C (-1.39037, -1.04500, -1.21902)
C (2.90346, -3.01875, -1.99149)
C (-2.04428, 2.20093, -0.03074)
C (1.74247, -2.16141, -1.33218)
C (0.59736, -2.82290, -0.84157)
C (3.04361, -0.11313, -0.81367)
C (3.13836, 1.16390, -0.26105)
C (2.62302, 0.93199, 1.21834)
C (3.74380, 3.20963, 0.59497)
C (3.25921, 3.31829, 1.69668)
C (2.59078, 1.80241, 2.09517)
C (-4.00721, 1.02433, 0.00004)
C (-0.38415, -1.71647, -0.11034)
C (-3.32175, 2.05495, 0.05947)
C (3.81641, 2.13218, -0.31406)
C (-0.30063, -2.84795, 2.32045)
C (-3.46514, -0.05076, -0.54988)
C (-1.35783, -2.31539, 1.06574)
C (-1.43532, 1.02796, -0.39922)
C (0.01147, 3.70760, -0.25737)
C (-2.07956, -0.00135, -0.87238)
C (-6.12080, -0.03880, 0.25514)
H (0.21648, 3.48600, -1.26625)
H (3.58298, -2.57872, -2.33079)
H (0.27276, 4.69019, 0.05085)
H (-3.66129, 3.17035, 0.48559)
H (4.16705, -0.48216, -1.36776)
H (-0.70799, -1.15749, -2.22081)
H (0.45850, 2.99771, 0.49889)
H (4.26338, 2.35323, -1.40655)
H (0.15595, -3.64608, -1.36448)
H (0.13643, -0.92985, 0.30644)
H (1.40228, -1.50203, -2.00417)
H (-3.90602, -1.04684, -0.61847)
H (2.27335, -3.82188, -2.70578)
H (3.09347, -3.59002, -0.93627)
H (2.71634, 0.38510, -1.90486)
H (2.00760, -0.06981, 1.51558)
H (0.63801, -2.05055, 3.51139)
H (0.94707, -3.43406, 0.22902)
H (2.08389, 1.78413, 3.04258)
H (-2.10881, -1.66673, 1.21396)
H (-1.56197, -3.42432, 0.60745)
H (-6.06983, -0.43011, -0.75949)
H (4.29439, 4.13019, 0.06277)
H (-7.02585, 0.23194, 0.47000)
H (-0.21064, 1.06198, -0.75722)
H (3.28513, 4.03622, 2.42725)
H (-2.14644, -1.91831, -1.64555)
H (-5.75611, -0.94761, 0.89909)

***

Record 2
Computed, not measured: 4 unconnected molecules or ions with the total composition C35H71ClN3O2P, with the ωB97M-V functional and the def2-TZVPD basis.

Summary:
lowest unoccupied orbital energy	-1.412	eV
HOMO-LUMO gap	0.242	Eh
SMILES	CCCCCCCCC1=C(Cl)C(=O)C=C(P(C)CC)C1=O.CCN(CC)CC.CCN(CC)CC.CCN(CC)CC
HOMO	-7.99	eV

Positions of all 113 atoms, in Å:
Cl (-4.62830, -6.18530, -5.08824)
P (-3.04460, -0.68616, -1.39308)
O (-3.86760, -3.67811, -0.48086)
O (-5.01748, -3.08482, -5.68726)
N (-3.39806, -1.05573, 4.40836)
N (0.18016, 4.62115, -2.10430)
N (6.07244, 3.36137, 1.45383)
C (-3.64211, -1.96342, 5.52220)
C (-2.98021, 0.29264, 4.78333)
C (-3.99519, -2.02109, -3.74042)
C (-2.41565, -6.31312, -1.24900)
C (6.56864, 2.33602, 2.36342)
C (6.30774, 3.12954, 0.03322)
C (-1.34550, -5.68681, -2.24807)
C (0.18975, -5.90907, -1.76499)
C (8.06622, 2.02441, 2.33564)
C (-3.67778, -2.17552, -2.37287)
C (0.59453, 7.13776, -1.91653)
C (-3.91095, -6.33151, -1.88732)
C (-4.65010, 0.17951, -0.79335)
C (0.29153, 5.90959, -2.77699)
C (2.22015, 4.63048, -0.55857)
C (5.78600, 1.79174, -0.47521)
C (1.84090, -4.00436, -2.70699)
C (1.09831, -5.38315, -3.00887)
C (-4.41690, -4.76128, -3.98930)
C (-3.22123, -2.87973, 2.70514)
C (7.77880, 5.24310, 1.76522)
C (-0.83961, 4.52337, -1.06640)
C (0.87149, -2.78124, -2.33971)
C (-4.53321, -3.28395, -4.55986)
C (-5.42521, -0.89367, 0.13476)
C (-2.63688, -1.60060, 3.28911)
C (6.33937, 4.73845, 1.86186)
C (-2.23937, 4.90760, -1.52925)
C (-4.11408, -4.93901, -2.62933)
C (0.92298, -2.43136, -0.75284)
C (-2.42623, -2.56684, 6.22803)
C (1.44890, 4.00636, -1.72085)
C (-2.23908, 0.60330, -2.52254)
C (-3.90458, -3.62907, -1.72972)
C (-1.56672, 0.47178, 5.33655)
H (0.39500, -5.32639, -0.81023)
H (-3.69427, 0.70232, 5.50659)
H (5.93568, 1.72286, -1.55551)
H (-2.70937, 0.66808, -3.55497)
H (-0.81336, -0.04375, 4.73726)
H (2.65018, -4.07013, -1.91398)
H (-4.26706, -1.46065, 6.26842)
H (-1.65565, -2.89630, 5.52825)
H (-2.73467, -3.44158, 6.80752)
H (8.24666, 4.99611, 0.80992)
H (5.70940, 5.39815, 1.25377)
H (0.34200, 8.04591, -2.47103)
H (1.25289, 2.95713, -1.47015)
H (-1.58941, -1.78599, 3.56245)
H (-2.40780, 1.63359, -2.03742)
H (-4.26874, -2.78642, 5.16368)
H (2.10715, 3.96437, -2.59588)
H (8.24864, 1.05615, 2.81015)
H (-4.42873, 1.15840, -0.26291)
H (1.32070, -1.85480, -2.85468)
H (-2.55338, 4.30152, -2.38395)
H (6.28295, 2.59341, 3.38909)
H (-1.10165, 0.45441, -2.56824)
H (-1.97950, -1.86326, 6.93135)
H (6.02543, 1.40684, 2.16291)
H (-0.05180, -2.67054, -0.22372)
H (0.33600, -7.04020, -1.62078)
H (1.04624, 5.84064, -3.56790)
H (1.09644, -1.29832, -0.66054)
H (-0.18680, -2.87386, -2.73932)
H (-0.89304, 3.48394, -0.72351)
H (-2.64061, -3.18600, 1.83194)
H (-5.73674, -1.77362, -0.53312)
H (-1.48969, 0.12554, 6.36787)
H (-2.62115, -0.85941, 2.48194)
H (-4.71020, -6.55132, -1.11123)
H (-2.47046, -5.78248, -0.23350)
H (5.98488, 4.88438, 2.88828)
H (8.64101, 2.76356, 2.89451)
H (-3.86136, -1.02134, -4.27572)
H (-3.88310, -7.17418, -2.66530)
H (1.85927, -6.18480, -3.26876)
H (5.79304, 3.90887, -0.53965)
H (-0.58282, 5.12905, -0.18720)
H (2.71932, 5.55373, -0.85550)
H (2.37952, -3.70606, -3.68088)
H (-2.30529, 5.96208, -1.80698)
H (1.58394, 4.83839, 0.30424)
H (-1.43623, -6.26956, -3.23323)
H (-6.34272, -0.44587, 0.63275)
H (1.81224, -2.96005, -0.27473)
H (0.41485, -5.23661, -3.91002)
H (-3.08017, 0.93424, 3.89999)
H (0.01845, 7.15295, -0.98919)
H (-4.64702, -1.26899, 0.88671)
H (-0.64188, 6.09666, -3.31780)
H (-5.29676, 0.42223, -1.70774)
H (-2.12169, -7.39685, -0.99609)
H (4.71570, 1.68409, -0.27771)
H (-2.95490, 4.74156, -0.71996)
H (-3.19327, -3.70728, 3.41850)
H (6.31068, 0.94731, -0.02214)
H (3.00320, 3.94249, -0.22511)
H (-4.25542, -2.73116, 2.38403)
H (8.46446, 1.96857, 1.32058)
H (1.65437, 7.20325, -1.66859)
H (7.37352, 3.20882, -0.21950)
H (8.39986, 4.84926, 2.57053)
H (-1.44620, -4.56329, -2.40843)
H (7.79344, 6.33280, 1.86066)
H (-1.30550, 1.53422, 5.34090)

***

Record 3
Computed, not measured: a molecular structure, C2H8NO2P, with the ωB97M-V functional and the def2-TZVPD basis.

Summary:
lowest unoccupied orbital energy (spin up / spin down)	0.463 / 0.463	eV
energy above the lowest of the compared OMol25 structures with the same formula, charge and spin	112.00	kcal per mole
HOMO-LUMO gap (spin up / spin down)	0.345 / 0.345	Eh
HOMO (spin up / spin down)	-8.94 / -8.94	eV

Positions of all 14 atoms, in Å:
P (-1.28815, 0.41279, 0.61550)
O (0.53234, 0.14000, 1.95285)
O (-1.29813, -0.93414, -0.21522)
N (-1.43809, 1.64737, -0.26097)
C (-0.93263, -0.88592, -1.62772)
C (1.71489, -0.44457, 1.45465)
H (2.34008, 0.19453, 0.75646)
H (-0.02641, -1.54491, -1.64503)
H (2.42093, -0.39910, 2.33911)
H (1.60698, -1.42691, 0.97632)
H (-1.88964, -1.34414, -2.14566)
H (-0.80842, 0.25920, -1.82444)
H (-2.01742, -0.22505, 1.60288)
H (-1.56163, 2.64006, 0.18881)

***

Record 4
Computed, not measured: a molecular structure, C26H24Br39NO3, with the ωB97M-V functional and the def2-TZVPD basis.

Summary:
lowest unoccupied orbital energy	-0.501	eV
energy above the lowest of the compared OMol25 structures with the same formula, charge and spin	0.00	kcal per mole
HOMO-LUMO gap	0.328	Eh
HOMO	-9.43	eV

Positions of all 93 atoms, in Å:
Br (4.78487, -6.71363, -6.13546)
Br (5.38283, 1.30325, -3.70567)
Br (-3.44570, 10.87454, 5.88062)
Br (4.91015, -4.41386, -3.94094)
Br (-0.36172, -2.34641, -5.41909)
Br (-0.82182, 9.91654, 4.36980)
Br (-4.21786, -1.40292, -7.97378)
Br (-6.90789, 11.16259, 3.71757)
Br (1.10926, -6.24268, -5.38435)
Br (-3.13860, 1.44355, 1.94648)
Br (1.18857, 6.44579, 0.97794)
Br (4.10377, -0.74573, 4.57259)
Br (-6.98201, 8.58228, 5.58112)
Br (3.61504, -7.38994, -1.17745)
Br (0.82261, -8.93547, -1.21526)
Br (-1.79818, -7.10943, -6.34784)
Br (-1.57175, 6.66818, 2.53531)
Br (6.71623, -7.01949, -3.61676)
Br (-5.85285, 2.64622, 3.13946)
Br (6.38230, 1.53551, 7.30109)
Br (6.21322, 2.83875, 4.40471)
Br (5.04584, 4.42720, -4.21602)
Br (4.28094, -3.89329, 4.91758)
Br (-1.53214, 5.63886, -0.47401)
Br (3.36835, 2.98376, -1.91839)
Br (-2.56703, 7.80921, 5.98878)
Br (-5.11453, 8.63307, 3.01129)
Br (-7.84910, -2.85023, -5.92717)
Br (-4.25519, -3.60317, -5.68227)
Br (-2.50706, -4.06630, -8.30688)
Br (-6.68554, -2.82877, -2.94530)
Br (3.72561, 3.02239, 6.37515)
Br (2.38229, -2.18571, 6.81960)
Br (-7.00771, -0.10580, -4.55432)
Br (-5.15491, -0.43902, 3.53091)
Br (-2.11577, 0.21560, -4.75240)
Br (-1.18717, -1.71274, -2.40659)
Br (0.92218, -5.79841, -0.66789)
Br (-1.40528, -5.82531, -3.46536)
O (0.65892, -4.53697, 2.08436)
O (-0.99659, -3.79634, 0.72485)
O (-2.56826, -2.30641, 0.13044)
N (2.70713, -2.80687, -0.18842)
C (4.01823, -2.21220, 5.81203)
C (4.26531, -1.26051, 0.91799)
C (-0.70155, 6.78622, 0.82651)
C (5.05885, -6.30227, -4.27715)
C (-7.70259, -1.87492, -4.27227)
C (-4.45074, 1.34194, 3.35357)
C (-1.44719, -2.49382, 0.42210)
C (-0.34803, 0.71412, 1.58190)
C (1.72996, -7.27733, -1.56652)
C (2.98329, -2.02870, 0.77161)
C (-0.28992, -1.57417, 0.72724)
C (-0.78237, -5.87438, -5.27980)
C (0.81361, 1.79838, -0.67473)
C (-1.69581, -1.59184, -4.25251)
C (-6.75980, 9.24568, 3.78987)
C (-4.09800, -3.27700, -7.57162)
C (-0.08900, 2.08134, 1.54442)
C (0.55613, 0.43227, -0.63423)
C (5.02248, 3.01575, -2.91114)
C (0.50167, 2.61866, 0.40366)
C (1.95488, -1.84236, 1.87091)
C (0.13274, -3.68117, 1.44808)
C (0.64404, -2.29829, 1.35947)
C (-1.97381, 9.63962, 5.88100)
C (-0.02511, -0.12374, 0.50376)
C (5.64166, 2.95663, 6.23686)
H (-0.81524, 7.80105, 0.47500)
H (-1.39402, 9.83278, 6.77096)
H (-2.59024, -2.18333, -4.37730)
H (-0.78277, 0.25844, 2.45547)
H (4.07955, -0.18694, 0.92801)
H (1.92030, -0.79825, 2.16828)
H (1.64248, -7.08941, -2.62797)
H (4.89780, -1.47132, 0.05952)
H (2.21590, -2.42597, 2.75425)
H (3.47699, -2.82942, -0.85592)
H (-3.94170, 1.57618, 4.27641)
H (1.29947, 2.22901, -1.54360)
H (4.75546, -1.56574, 1.83859)
H (4.83023, -2.08558, 6.51288)
H (-4.94112, -3.76066, -8.04297)
H (-0.93355, -4.88884, -5.69584)
H (6.02449, 3.88538, 6.63259)
H (-8.70456, -1.77027, -3.88436)
H (0.82956, -0.17993, -1.47574)
H (-0.34526, 2.71457, 2.37994)
H (5.81790, 3.21681, -2.20883)
H (-7.56606, 8.84116, 3.19666)
H (0.72190, 3.67496, 0.38729)
H (4.26812, -6.78496, -3.72231)

***

Record 5
Computed, not measured: 2 unconnected molecules or ions with the total composition C7H14N2, with the ωB97M-V functional and the def2-TZVPD basis.

Summary:
lowest unoccupied orbital energy	0.814	eV
energy above the lowest of the compared OMol25 structures with the same formula, charge and spin	30.08	kcal per mole
HOMO-LUMO gap	0.341	Eh
SMILES	Cc1c[nH]cn1.CCC
HOMO	-8.46	eV

Positions of all 23 atoms, in Å:
N (1.47335, -0.99485, 2.86236)
N (1.88098, -0.57381, 0.76369)
C (0.59469, -0.02058, 2.43091)
C (-0.85283, 0.06656, -3.55154)
C (-0.89798, 0.69245, -2.15242)
C (-1.02175, -0.34347, -1.06808)
C (2.19029, -1.36312, 1.83844)
C (0.77149, 0.25382, 1.07444)
C (-0.23620, 0.71300, 3.39945)
H (-1.79522, 1.33918, -2.15286)
H (0.43654, 1.02853, 0.42357)
H (-1.22672, 0.15135, -0.09168)
H (-1.17062, 0.12527, 3.59202)
H (-0.13493, 1.47207, -1.97244)
H (-0.23458, -1.09181, -1.02259)
H (-1.92090, -0.94873, -1.25096)
H (-1.81567, -0.45216, -3.51879)
H (2.85115, -2.18245, 1.55660)
H (0.30128, 1.01914, 4.30116)
H (-0.55778, 1.68062, 2.98518)
H (-0.00383, -0.51301, -3.89443)
H (2.03982, -0.85379, -0.19147)
H (-0.67057, 0.79581, -4.36057)